1.
# C28H32N4O4

An isolated molecule of C28H32N4O4 (ωB97M-V/def2-TZVPD, the OMol25 dataset).

Output
SMILES = COc1ccc(CN(CC(=O)NCCc2ccccc2)C(=O)CCC(=O)Nc2cc(C)ccn2)cc1
2S+1 = 1
Total charge = 0
Frontier orbital gap = 9.1 eV
Maximum force = 0.598 eV/A
Relative energy (zero: lowest compared OMol25 entry of this formula, charge and spin) = 0.278 eV
Highest occupied orbital energy = -8.40 eV

Element x y z (Å)
C 8.873380 1.528295 -0.138065
O 8.208070 0.300661 0.027149
C 6.864029 0.252496 -0.192633
C 6.265125 -0.996754 -0.023581
C 4.910461 -1.155848 -0.223670
C 4.120394 -0.075130 -0.601700
C 2.635168 -0.226555 -0.787371
N 1.913430 0.295047 0.374204
C 2.041769 -0.543413 1.543783
C 1.324351 -1.889788 1.316031
O 1.923324 -2.946804 1.327548
N 0.007994 -1.764950 1.099729
C -0.829245 -2.888212 0.754411
C -1.049468 -3.000225 -0.765042
C -1.795293 -1.817673 -1.315569
C -1.125697 -0.637385 -1.611589
C -1.806371 0.462651 -2.099876
C -3.171093 0.391650 -2.319190
C -3.847924 -0.782390 -2.036504
C -3.166550 -1.874325 -1.528819
C 1.224239 1.446930 0.237922
O 1.146387 2.020063 -0.837550
C 0.563490 2.068533 1.465635
C -0.760485 2.710017 1.053451
C -1.866706 1.671702 1.019021
O -1.704399 0.522595 1.382772
N -3.050434 2.167015 0.580888
C -4.276791 1.519852 0.441714
C -4.517256 0.216352 0.865253
C -5.780581 -0.319633 0.671358
C -6.099732 -1.718540 1.090263
C -6.747753 0.482665 0.067430
C -6.406361 1.768002 -0.307158
N -5.202204 2.283790 -0.126856
C 4.717734 1.165894 -0.761352
C 6.076623 1.337714 -0.562332
H 9.921252 1.327357 0.079599
H 8.499507 2.286483 0.558074
H 8.782803 1.900778 -1.163723
H 6.887620 -1.828165 0.266480
H 4.459444 -2.127833 -0.085499
H 2.377929 -1.281490 -0.916716
H 2.300219 0.346495 -1.654895
H 3.102720 -0.755426 1.714402
H 1.638850 -0.065161 2.433758
H -0.439538 -0.855463 1.105951
H -1.789980 -2.774050 1.262105
H -0.328977 -3.791667 1.112740
H -0.072531 -3.081674 -1.245737
H -1.606853 -3.917591 -0.961570
H -0.058350 -0.577036 -1.467973
H -1.260292 1.369797 -2.313777
H -3.707559 1.244635 -2.708616
H -4.912501 -0.844790 -2.211937
H -3.703617 -2.785985 -1.305986
H 1.249951 2.832615 1.837421
H 0.371124 1.350838 2.258809
H -1.047949 3.497715 1.753216
H -0.644093 3.150250 0.059872
H -3.080791 3.120869 0.243108
H -3.730102 -0.358801 1.320404
H -5.223495 -2.208194 1.505812
H -6.454021 -2.294385 0.236660
H -6.890646 -1.716840 1.839278
H -7.744255 0.106506 -0.105401
H -7.124625 2.427127 -0.776573
H 4.110102 2.011663 -1.048389
H 6.507037 2.317096 -0.700601

Cartesian forces, eV/Å:
0.098 0.204 -0.027
-0.222 -0.262 0.018
-0.113 -0.160 0.024
0.246 0.133 0.019
0.060 0.126 -0.090
-0.065 -0.039 -0.059
0.058 0.179 -0.233
0.130 -0.219 -0.105
0.031 -0.242 0.196
0.104 0.556 0.192
0.302 -0.354 -0.024
-0.421 0.050 -0.017
0.123 -0.320 -0.188
-0.028 0.065 0.290
0.061 -0.154 -0.083
0.011 0.001 -0.038
0.033 0.090 -0.051
-0.072 0.024 -0.109
-0.083 -0.002 -0.118
0.030 -0.008 -0.023
-0.140 0.055 0.393
-0.067 0.279 -0.260
-0.233 0.066 -0.200
0.313 -0.191 0.101
0.008 0.554 -0.068
-0.004 -0.274 0.111
0.029 0.240 -0.046
-0.438 -0.241 0.078
-0.082 -0.004 0.119
0.007 0.365 -0.041
0.019 0.008 0.008
0.105 -0.051 0.026
-0.217 -0.166 -0.025
0.458 0.262 0.003
-0.094 -0.185 0.007
0.320 0.118 0.047
-0.064 0.067 -0.025
0.006 -0.025 -0.040
-0.008 -0.005 0.045
0.080 -0.106 0.038
-0.079 -0.122 0.029
-0.027 0.038 -0.038
0.003 -0.213 0.124
-0.199 -0.024 0.041
0.049 0.013 -0.064
0.157 0.040 0.081
0.026 -0.052 0.004
-0.143 0.097 0.030
0.007 -0.077 -0.003
0.029 -0.035 -0.056
0.172 -0.002 0.018
0.070 0.102 -0.030
-0.044 0.077 -0.029
-0.091 0.002 0.000
-0.051 -0.129 0.011
0.000 -0.038 0.000
0.082 0.087 0.000
-0.029 -0.007 -0.022
-0.060 0.054 0.071
0.074 -0.119 0.068
0.048 -0.046 -0.005
0.033 -0.086 0.038
-0.021 -0.093 -0.037
-0.035 -0.056 0.047
-0.126 -0.013 -0.033
-0.125 -0.016 -0.028
-0.075 0.114 -0.050
0.075 0.070 -0.009


2.
# C28H32N5O3S4Sn

A structure of composition C28H32N5O3S4Sn (ωB97M-V/def2-TZVPD, the OMol25 dataset).

Output
2S+1 = 1
Total charge = -1
Frontier orbital gap = 6.4 eV
Maximum force = 0.774 eV/A
Relative energy (zero: lowest compared OMol25 entry of this formula, charge and spin) = 0.178 eV
Highest occupied orbital energy = -4.27 eV

Element x y z (Å)
Sn -0.679783 1.339155 1.053167
C -6.186106 0.596020 2.741936
S -5.055528 -0.792546 3.027899
C -3.481220 -0.095800 2.573405
S -3.383021 1.084952 1.342400
N -2.534979 -0.589615 3.321269
N -1.271153 -0.127457 3.100576
C -0.477950 -0.284256 4.090431
C 0.885765 0.238868 4.078549
C 1.602005 0.327657 5.271085
C 2.854981 0.914978 5.256373
C 3.359326 1.382963 4.053824
C 2.588354 1.230241 2.908492
N 1.386975 0.670571 2.919403
H -7.197760 0.195903 2.716497
H -5.927098 1.058922 1.794113
H -6.084100 1.310168 3.556071
H -0.857073 -0.743970 5.002976
H 1.156735 -0.028525 6.191511
H 3.427336 1.015676 6.170008
H 4.323178 1.870374 4.003384
H 2.923176 1.602739 1.947784
C -3.220132 0.273691 -2.603676
C -3.377888 -0.886898 -1.659544
C -4.625217 -1.401938 -1.334504
C -4.755554 -2.433582 -0.421138
C -3.629227 -2.943448 0.206409
C -2.367149 -2.451278 -0.089058
C -1.131599 -2.959291 0.603016
C -2.250691 -1.438268 -1.047638
N -0.984375 -0.891555 -1.290778
C -0.269043 -1.285537 -2.258712
C -0.732682 -2.347989 -3.233346
C 1.111140 -0.728868 -2.474843
C 1.905752 -1.280751 -3.640893
N 1.562968 0.135939 -1.672138
C 2.870673 0.631998 -1.766924
C 3.850092 0.037679 -0.964196
C 3.471523 -1.123134 -0.083058
C 5.147045 0.532902 -1.006530
C 5.463921 1.613487 -1.814042
C 4.473956 2.207244 -2.582332
C 3.170832 1.729124 -2.580634
C 2.093655 2.391178 -3.389868
H -4.172845 0.785130 -2.735462
H -2.863967 -0.051352 -3.585678
H -2.497310 0.985857 -2.198578
H -5.507438 -0.973590 -1.796922
H -5.735968 -2.817911 -0.171594
H -3.730733 -3.717006 0.958936
H -1.397892 -3.640197 1.410582
H -0.571286 -2.120478 1.024286
H -0.471454 -3.477523 -0.098141
H -1.706871 -2.725964 -2.932519
H -0.029419 -3.180035 -3.275550
H -0.817169 -1.930614 -4.239256
H 1.436802 -1.017474 -4.591381
H 1.973077 -2.367554 -3.588084
H 2.910887 -0.866905 -3.630486
H 2.581020 -0.869175 0.497005
H 4.282505 -1.374767 0.600156
H 3.236901 -2.008868 -0.680274
H 5.908691 0.070982 -0.388109
H 6.476830 1.995828 -1.837520
H 4.712964 3.069450 -3.194269
H 2.515980 3.113231 -4.087729
H 1.410933 2.916569 -2.719869
H 1.498070 1.664144 -3.945399
O 0.706221 5.255391 0.300072
S 0.374686 3.866753 0.498125
O -0.621762 3.338067 -0.477502
O 1.525852 2.959350 0.557681
S -0.577364 3.560941 2.310754

Cartesian forces, eV/Å:
0.180 -0.679 -0.208
0.342 -0.190 0.000
-0.186 -0.074 0.033
0.402 0.267 0.066
-0.229 0.072 0.069
-0.499 -0.454 0.378
0.146 0.406 0.033
-0.396 -0.051 -0.096
0.387 0.100 0.053
-0.157 -0.044 0.003
0.059 0.016 -0.098
-0.001 -0.062 0.121
0.006 0.071 -0.112
-0.103 0.000 0.036
0.011 -0.043 -0.009
-0.151 0.069 -0.028
-0.072 0.088 -0.066
0.036 -0.069 -0.015
0.023 -0.020 0.000
-0.020 0.003 0.012
0.000 -0.009 -0.044
-0.013 0.029 -0.031
-0.019 -0.055 0.151
0.103 0.058 -0.030
-0.022 -0.060 -0.064
-0.031 -0.017 0.029
-0.029 0.001 -0.009
0.108 0.027 -0.029
-0.111 0.106 -0.013
-0.417 -0.074 0.171
0.654 0.119 -0.258
-0.555 -0.372 -0.089
-0.002 0.061 0.022
0.415 0.119 -0.097
-0.029 0.072 0.089
-0.411 -0.052 0.192
0.275 0.097 0.005
-0.033 -0.099 0.044
0.010 0.150 -0.048
-0.054 0.035 -0.006
0.015 0.006 0.007
0.087 0.000 -0.028
-0.066 -0.046 0.025
-0.048 0.013 0.151
0.005 0.003 -0.046
0.032 0.044 -0.006
-0.016 0.035 -0.081
0.007 0.021 0.008
-0.006 0.016 0.031
0.007 0.002 0.000
0.024 -0.026 -0.012
0.051 -0.036 -0.004
0.040 -0.019 0.053
0.010 -0.021 -0.045
0.000 -0.005 -0.030
0.049 -0.033 -0.021
-0.044 -0.057 0.004
-0.002 -0.007 -0.047
0.018 0.001 -0.016
-0.020 -0.078 0.021
0.007 -0.007 -0.006
-0.034 -0.025 0.053
-0.007 -0.007 -0.001
-0.017 0.028 0.009
-0.012 -0.011 -0.021
0.011 -0.024 -0.017
-0.108 0.023 0.037
0.028 0.031 -0.053
-0.077 0.067 0.091
0.145 0.566 -0.394
0.154 0.060 0.133
0.245 -0.048 -0.150
-0.097 -0.006 0.195


3.
# C28H32N5O4PTl

A structure of composition C28H32N5O4PTl (ωB97M-V/def2-TZVPD, the OMol25 dataset).

Output
2S+1 = 1
Total charge = -1
Frontier orbital gap = 6.8 eV
Maximum force = 0.633 eV/A
Relative energy (zero: lowest compared OMol25 entry of this formula, charge and spin) = 2.405 eV
Highest occupied orbital energy = -4.35 eV

Element x y z (Å)
Tl -1.104069 -1.001350 0.408612
N 0.342192 0.286485 -1.579409
C -0.022495 0.576085 -2.959625
C -1.131419 1.618457 -2.971328
N -2.345947 1.045332 -2.407672
C -3.407790 2.009740 -2.195109
C -4.707634 1.298868 -1.814088
N -4.672422 0.520425 -0.578460
H 0.982376 -0.500307 -1.513777
H 0.772504 1.096644 -1.148570
H 0.817773 0.937947 -3.568180
H -0.398884 -0.343027 -3.411825
H -0.792276 2.507726 -2.411645
H -1.344799 1.933550 -3.997537
H -2.085226 0.617403 -1.524174
H -3.156809 2.762893 -1.429156
H -3.571656 2.542728 -3.137797
H -5.500555 2.045321 -1.711931
H -4.977595 0.625608 -2.631649
H -4.348892 1.094719 0.192907
H -4.013811 -0.247957 -0.651699
C 4.383681 2.555776 -0.871800
C 3.356703 3.215030 -0.213351
C 2.456471 2.504059 0.570364
C 2.581035 1.123590 0.713113
C 3.618399 0.470332 0.042045
C 4.515697 1.179604 -0.739382
P 1.361652 0.057870 1.589021
C 2.213130 -0.274774 3.171100
C 3.494753 0.156591 3.498116
C 4.033654 -0.146890 4.741462
C 3.299097 -0.877581 5.662374
C 2.023376 -1.321524 5.334841
C 1.483921 -1.030635 4.092745
C 0.095675 1.285981 2.070018
C 0.248161 2.192364 3.117942
C -0.727503 3.152297 3.335087
C -1.843692 3.198234 2.509776
C -1.992776 2.268725 1.488108
C -1.034120 1.286392 1.229972
H 5.071167 3.110357 -1.498516
H 3.248648 4.288244 -0.314014
H 1.649813 3.026382 1.067453
H 3.700453 -0.607774 0.134179
H 5.309547 0.658024 -1.259601
H 4.071862 0.729717 2.783403
H 5.030606 0.196148 4.991685
H 3.723131 -1.109107 6.632008
H 1.450193 -1.897030 6.051094
H 0.500175 -1.395772 3.805970
H 1.118178 2.147346 3.764840
H -0.627229 3.854511 4.154683
H -2.608071 3.949865 2.676092
H -2.889952 2.315594 0.874972
O 0.209560 -6.034418 -3.085753
C -0.804279 -5.495233 -3.714876
O -1.397362 -6.059872 -4.614474
C -1.217713 -4.133716 -3.284522
C -2.278420 -3.450745 -3.832005
N -2.336003 -2.261567 -3.208254
N -1.379020 -2.125574 -2.288670
C -0.684277 -3.251144 -2.305843
C 0.526967 -3.390371 -1.398329
O 1.212764 -4.430047 -1.545638
O 0.788794 -2.436556 -0.632803
H 0.635344 -5.380668 -2.402070
H -2.960274 -3.747011 -4.610257
H -2.942200 -1.482019 -3.400455
C -1.347051 -2.369378 2.096344
H -1.266780 -3.387050 1.684144
H -2.408475 -2.253846 2.379789

Cartesian forces, eV/Å:
-0.041 0.161 0.570
0.072 -0.161 -0.159
-0.114 0.223 -0.146
-0.019 -0.153 -0.036
0.000 -0.063 -0.092
-0.199 -0.149 -0.012
0.140 0.117 0.126
0.106 0.033 -0.053
-0.018 -0.022 0.032
0.033 0.008 0.030
0.012 -0.007 0.070
0.115 0.119 0.002
-0.038 0.011 -0.020
0.055 0.023 0.009
-0.028 0.084 0.017
0.040 -0.012 -0.042
0.008 0.054 0.021
-0.022 -0.029 -0.086
-0.077 0.024 0.023
-0.072 -0.056 0.005
-0.051 -0.062 -0.014
0.001 0.048 -0.026
0.016 -0.001 -0.040
0.039 -0.033 0.042
-0.057 -0.102 -0.091
-0.051 -0.008 0.076
0.044 -0.033 0.000
0.256 0.504 0.285
-0.006 -0.086 -0.023
-0.088 -0.017 -0.010
0.067 0.024 0.036
0.010 -0.018 0.026
0.018 0.043 0.013
-0.012 -0.031 -0.023
0.011 0.035 -0.186
-0.068 0.030 -0.036
0.007 0.053 0.137
-0.001 0.003 -0.050
-0.047 -0.034 -0.221
0.073 -0.487 0.191
0.017 -0.003 0.018
-0.008 -0.003 -0.008
-0.019 0.001 0.008
0.023 -0.008 -0.077
-0.004 -0.008 0.009
0.010 0.025 0.023
-0.002 -0.011 0.000
-0.003 0.004 -0.001
-0.006 -0.023 -0.022
0.007 -0.008 0.037
0.020 -0.012 -0.018
0.012 0.010 -0.018
-0.003 -0.009 0.010
0.036 0.069 0.078
-0.239 -0.333 -0.348
0.054 -0.222 -0.097
-0.083 0.042 0.003
0.107 -0.016 0.113
0.068 -0.074 -0.056
0.016 -0.227 -0.062
-0.008 0.151 0.333
-0.121 0.018 -0.036
0.161 0.360 -0.097
0.038 0.134 0.330
-0.104 -0.252 -0.241
0.102 0.108 0.038
-0.004 0.013 -0.005
0.002 0.173 0.120
-0.276 0.010 -0.390
0.066 0.032 0.001
0.028 0.026 0.012